Entry 1:
Below is a single C7H14O4 molecule at a distorted geometry, with properties calculated with the ωB97M-V functional and the def2-TZVPD basis.

For the total energy, the calculation gives -15671.8805 eV. The HOMO-LUMO gap comes out at 10.03 eV. The SMILES is CO[C@@]1(C)CC[C@@H](OO)CO1. The value obtained for the HOMO energy is -9.2 eV. As for the relative energy (zero: lowest compared OMol25 entry of this formula, charge and spin): 330.69 kJ/mol. As for the largest force on an atom: 3.21 eV/Å. As for the LUMO energy: 0.8 eV.

Structure (XYZ):
```
25
Properties=species:S:1:pos:R:3:forces:R:3
C -0.2804 2.8598 -0.5560 -0.03 0.67 -1.78
O -0.9236 1.6223 -0.3077 0.45 0.63 -0.15
C -0.2068 0.5098 -0.8058 1.36 0.29 0.71
C 0.3985 0.7222 -2.1955 0.63 0.45 -0.15
C 0.9568 0.2316 0.1368 1.67 1.34 -0.48
C 0.4876 -0.3791 1.4027 -0.22 -0.48 1.05
C -0.0920 -1.7371 1.0341 -0.63 -2.08 0.22
O -1.2774 -2.0247 1.8598 0.88 0.69 -3.01
O -0.6943 -2.5570 2.9753 0.54 -1.01 2.55
C -0.6268 -1.7901 -0.3928 0.18 0.34 0.22
O -1.1343 -0.5144 -0.7072 -1.15 -0.01 -1.12
H -0.8886 3.6488 -0.1503 -0.47 0.09 0.42
H -0.3001 3.0677 -1.6982 0.53 -0.24 1.83
H 0.7383 3.0137 -0.0991 -0.80 -0.53 -0.63
H 0.8828 -0.2082 -2.4890 -0.31 -0.16 -0.22
H -0.3665 1.0202 -2.8973 -0.17 -0.08 -0.38
H 1.2421 1.4800 -2.2440 -1.13 -0.75 0.41
H 1.6568 -0.4649 -0.3392 0.10 0.22 -0.10
H 1.5005 1.2215 0.2218 -0.41 -1.28 0.28
H -0.3317 0.2052 1.8077 -0.20 0.16 0.07
H 1.2305 -0.4667 2.2136 -0.10 0.03 -0.55
H 0.6529 -2.6275 1.1537 -1.26 1.51 0.07
H -1.3542 -2.2964 3.6149 -0.08 -0.06 0.80
H -1.4871 -2.5063 -0.4791 1.06 0.59 0.02
H 0.2170 -2.0303 -1.0591 -0.43 -0.33 -0.10
```
Positions in Å, forces in eV/Å.



Entry 2:
Below is a molecular structure, C7H14O4Sc at a distorted geometry, with properties calculated with the ωB97M-V functional and the def2-TZVPD basis.

For the total energy, the calculation gives -36352.4990 eV. The HOMO-LUMO gap (spin up / spin down) comes out at 3.57 / 3.55 eV. The expectation value of S² is 0.758. The net charge is +2. The value obtained for the HOMO energy (spin up / spin down) is -14.6 / -14.6 eV. As for the multiplicity: 2. As for the relative energy (zero: lowest compared OMol25 entry of this formula, charge and spin): 48.50 kJ/mol. As for the largest force on an atom: 4.79 eV/Å. As for the LUMO energy (spin up / spin down): -11.0 / -11.0 eV.

Structure (XYZ):
```
26
Properties=species:S:1:pos:R:3:forces:R:3
O 2.5985 1.7750 0.8859 -0.23 -0.06 0.32
C 1.8100 0.9892 0.1962 -1.34 -1.56 1.35
C 1.4731 1.4335 -1.2123 -0.83 0.39 -0.48
O 2.6081 1.3794 -2.0250 0.06 -0.36 0.94
C 2.3571 1.6988 -3.3703 -0.19 0.24 -0.64
H 0.7424 0.5424 0.9428 2.24 1.53 -2.32
H 1.0528 2.4572 -1.1731 0.13 -0.23 -0.05
H 0.6746 0.7724 -1.6043 0.08 0.04 0.03
H 3.3092 1.6336 -3.9104 -0.30 0.02 0.23
H 1.6400 0.9892 -3.8189 0.17 0.16 0.09
H 1.9530 2.7202 -3.4703 0.12 -0.24 0.02
H 2.2805 -0.0225 0.1601 0.29 0.23 -0.05
O -3.5737 -2.6213 0.6842 -0.86 2.36 2.94
C -2.4453 -2.4949 -0.1228 1.87 0.03 -1.68
C -1.2411 -2.0047 0.6706 0.50 -0.95 -0.66
O -1.6863 -0.8811 1.4836 -1.98 -0.13 -0.78
C -0.6668 -0.1185 2.0583 -0.15 0.45 4.77
C -1.0289 0.8523 2.9608 0.34 -0.77 -2.05
Sc -3.6780 -1.2828 2.0032 0.88 -1.68 -1.81
H -2.6214 -1.7882 -0.9565 -0.25 -0.31 0.31
H -2.1547 -3.4568 -0.5840 -0.37 0.25 0.24
H -0.4415 -1.6648 0.0018 -0.17 -0.06 0.16
H -0.8551 -2.7757 1.3542 -0.07 0.24 -0.12
H 0.1615 -0.7716 2.3593 0.14 0.40 -0.78
H -2.0085 1.3293 2.9068 0.15 0.14 0.09
H -0.2596 1.3103 3.5800 -0.24 -0.12 -0.08
```
Positions in Å, forces in eV/Å.



Entry 3:
Below is 2 unconnected molecules or ions with the total composition C7H14O5S at a distorted geometry, with properties calculated with the ωB97M-V functional and the def2-TZVPD basis.

For the total energy, the calculation gives -28554.1939 eV. The HOMO-LUMO gap comes out at 8.54 eV. The value obtained for the HOMO energy is -8.1 eV. As for the relative energy (zero: lowest compared OMol25 entry of this formula, charge and spin): 330.47 kJ/mol. As for the largest force on an atom: 5.31 eV/Å. As for the LUMO energy: 0.5 eV.

Structure (XYZ):
```
27
Properties=species:S:1:pos:R:3:forces:R:3
C -2.4567 0.0386 -0.2063 4.11 1.76 2.20
C -2.8365 1.2357 -1.0252 2.94 -3.05 0.34
C 1.8648 -0.1012 0.9395 0.15 0.44 -0.21
C 0.7675 0.5458 -1.1882 1.02 1.01 1.03
C 0.3683 -1.7487 -0.1779 -0.95 3.69 -3.69
C -0.6009 0.3634 0.8868 -3.30 -2.10 -2.26
C 0.5635 -0.2155 0.1522 0.81 -0.35 -2.15
O -3.0182 -0.9229 0.1158 -1.21 -1.25 -0.11
O 2.1159 1.2853 1.2975 -0.51 -1.12 0.90
O 1.9351 0.1507 -1.8676 0.33 0.79 -1.17
O 1.4533 -2.1664 -0.9700 1.00 -1.04 0.50
O -0.5619 1.7047 1.0454 -0.41 0.88 0.01
S -0.8248 -0.5164 2.4219 -0.59 -0.31 0.57
H -2.2241 1.1119 -1.8892 -0.29 -0.10 -1.35
H -3.8292 1.1201 -1.0552 -3.88 0.42 -1.06
H -2.4446 2.0684 -0.5934 0.65 2.51 1.61
H 1.6626 -0.8446 1.7313 1.10 0.85 0.71
H 2.7792 -0.3108 0.3685 -0.75 -1.10 0.00
H 0.9953 1.6429 -1.1318 -0.74 -0.83 0.89
H -0.2038 0.5067 -1.6424 -0.31 -0.60 -1.41
H 0.3020 -2.2625 0.6781 -0.24 -2.07 3.25
H -0.4504 -2.0381 -0.8461 -0.84 0.91 0.74
H 2.8494 1.5098 0.7317 0.21 0.51 -0.04
H 2.2039 -0.7681 -1.8345 -0.83 -0.33 0.29
H 1.7403 -2.8436 -0.3779 1.48 -1.12 -0.34
H -0.0178 1.6851 1.8257 0.74 1.63 0.82
H -2.1321 -0.2305 2.6114 0.30 -0.03 -0.07
```
Positions in Å, forces in eV/Å.



Entry 4:
Below is a single C7H14O5Se molecule at a distorted geometry, with properties calculated with the ωB97M-V functional and the def2-TZVPD basis.

For the total energy, the calculation gives -83067.4212 eV. The HOMO-LUMO gap comes out at 9.22 eV. The SMILES is C[C@@]1([SeH])O[C@H](CO)[C@@H](O)[C@H](O)[C@H]1O. The value obtained for the HOMO energy is -8.7 eV. As for the relative energy (zero: lowest compared OMol25 entry of this formula, charge and spin): 2.55 kJ/mol. As for the largest force on an atom: 3.27 eV/Å. As for the LUMO energy: 0.5 eV.

Structure (XYZ):
```
27
Properties=species:S:1:pos:R:3:forces:R:3
C -1.3079 0.8070 -1.6148 0.64 0.23 2.93
C -1.2289 -0.3334 -0.5498 -2.16 -0.09 0.38
Se -2.8658 -1.5383 -0.6169 0.60 -0.39 -0.54
O -0.1383 -1.2122 -0.6770 -0.06 0.35 -0.19
C 1.0715 -0.5002 -0.5274 0.92 1.32 -1.06
C 2.2320 -1.5205 -0.6385 -0.26 1.01 -1.49
O 2.2207 -2.2318 -1.8450 0.00 -0.28 -0.43
C 1.1330 0.1087 0.8637 1.70 1.83 0.33
O 2.3602 0.8972 1.0126 -0.28 0.51 -1.12
C -0.0373 0.9734 1.2366 -1.72 0.56 0.04
O -0.0739 1.3896 2.6193 0.64 -0.43 -0.88
C -1.3360 0.2119 0.9504 1.83 0.91 -2.54
O -2.4325 1.0425 0.9491 -1.53 2.35 1.69
H -0.5921 0.7329 -2.3757 1.00 -0.67 -1.20
H -0.9371 1.6590 -0.9776 -1.17 -0.05 -1.36
H -2.2777 0.8944 -2.0682 -0.36 0.42 0.25
H -3.8902 -0.5149 -0.8066 0.18 0.21 0.04
H 1.1557 0.4236 -1.3629 -0.01 -2.54 2.01
H 2.2933 -2.1573 0.2131 -0.45 -0.67 0.88
H 3.1802 -1.0245 -0.6916 0.37 0.74 0.32
H 1.4333 -2.7702 -1.9166 -0.36 -0.09 0.09
H 1.2483 -0.6907 1.6045 -0.05 -0.04 -0.07
H 2.4040 1.6487 0.3407 -0.44 -1.58 1.23
H -0.1043 1.9101 0.6082 0.51 -0.81 0.77
H 0.3881 0.6729 3.0718 -0.07 0.27 0.43
H -1.4246 -0.6643 1.5417 -0.17 -0.75 1.01
H -2.4738 1.7866 1.6569 0.72 -2.32 -1.54
```
Positions in Å, forces in eV/Å.



Entry 5:
Below is a single C7H14OS molecule at a distorted geometry, with properties calculated with the ωB97M-V functional and the def2-TZVPD basis.

For the total energy, the calculation gives -20362.1407 eV. The HOMO-LUMO gap comes out at 7.71 eV. The SMILES is CC=[S@@]1(O)=CCCCC1. The value obtained for the HOMO energy is -7.4 eV. As for the relative energy (zero: lowest compared OMol25 entry of this formula, charge and spin): 649.85 kJ/mol. As for the largest force on an atom: 3.61 eV/Å. As for the LUMO energy: 0.3 eV.

Structure (XYZ):
```
23
Properties=species:S:1:pos:R:3:forces:R:3
C -3.3725 0.1485 -0.0110 1.66 -0.53 -0.07
C -2.2047 0.9397 0.5514 0.97 -2.88 -0.44
S -0.5175 0.3790 -0.3981 -2.17 0.87 1.42
O -0.6110 -0.6914 -1.9447 0.56 0.40 1.60
C 0.5787 1.5779 -0.1882 2.22 -0.87 -1.12
C 2.1257 1.1946 -0.1224 -2.12 2.73 -1.06
C 2.3937 0.0141 0.7334 0.12 0.90 2.91
C 1.5555 -1.1363 0.2840 0.37 -1.84 -0.42
C 0.0649 -0.9999 0.6630 0.31 0.97 0.02
H -4.2536 0.5696 0.3783 -1.25 0.80 0.49
H -3.4515 0.1307 -1.1013 -0.16 -0.26 0.07
H -3.2842 -0.8097 0.4493 -0.37 -1.26 -0.38
H -2.4697 1.9122 0.3392 0.62 2.89 -0.83
H -1.3683 -0.3134 -2.3846 -0.50 0.22 -0.43
H 0.4765 2.4597 -0.8364 -0.73 -0.31 0.47
H 2.4806 0.9930 -1.1581 -0.20 -0.19 0.47
H 2.6023 2.2044 0.0842 -0.15 -1.45 0.50
H 3.4605 -0.0436 0.6795 0.79 -1.24 -0.07
H 2.1981 0.1354 1.8779 0.12 0.39 -1.91
H 1.7507 -1.3302 -0.7892 -0.87 0.56 0.08
H 1.9222 -2.0992 0.6309 0.04 -0.04 0.85
H -0.5231 -1.8739 0.4711 -0.22 -0.43 -0.94
H -0.2354 -0.7993 1.7360 0.97 0.56 -1.21
```
Positions in Å, forces in eV/Å.